Model a:
Molecular formula: C4H9N3S
Method: DFT, ωB97M-V with the def2-TZVPD basis set

Properties
* HOMO energy: -9.225 eV
* HOMO-LUMO gap: 9.67 eV
* LUMO level: 0.45 eV
* multiplicity: 1
* SMILES string: C=N/N=C(/CN)CS

```
17
Properties=species:S:1:pos:R:3:lowdin_charge:R:1
C 1.720 -0.779 -0.001 -0.225
C 0.321 -0.203 0.299 -0.444
C -0.668 -1.175 0.884 -0.406
C -1.806 2.280 -0.300 -0.097
H 2.665 1.245 -0.160 0.099
H 2.098 0.227 -1.545 0.070
H 1.584 -1.796 -0.516 0.134
H 2.083 -1.080 0.917 0.069
H -0.982 -0.730 1.814 0.063
H -0.032 -2.242 0.901 0.133
H -2.470 -2.695 -0.385 -0.071
H -1.793 2.072 -1.353 0.059
H -2.508 3.087 0.296 0.126
N 2.659 0.273 -0.646 -0.031
N 0.073 1.023 -0.070 0.020
N -0.968 1.758 0.446 -0.080
S -1.977 -1.267 -0.581 0.580
```

Model b:
Molecular formula: C4H9N3S
Method: DFT, ωB97M-V with the def2-TZVPD basis set

Properties
* HOMO energy: -8.366 eV
* HOMO-LUMO gap: 8.46 eV
* LUMO level: 0.09 eV
* multiplicity: 1
* SMILES string: C[C@H](C=S)N/N=C/N

```
17
Properties=species:S:1:pos:R:3:lowdin_charge:R:1
C -1.894 1.909 0.151 -0.037
C -0.786 0.878 -0.282 -0.510
C 2.347 0.054 0.350 -0.275
C -0.986 -0.446 0.407 -0.647
H -1.839 1.939 1.218 0.063
H -2.896 1.687 -0.250 0.084
H -1.552 2.841 -0.296 0.066
H -0.951 0.593 -1.311 0.112
H 0.779 2.216 -0.575 0.144
H 2.406 0.749 1.327 0.169
H 3.866 -1.258 0.592 0.059
H 3.006 -1.291 -0.940 0.115
H -0.170 -0.673 1.164 0.067
N 0.551 1.348 -0.006 -0.094
N 1.358 0.273 -0.459 -0.050
N 3.305 -0.823 -0.074 0.082
S -1.952 -1.672 -0.057 0.651
```

model b takes first place; second place is 0.0692 hartree up.

Model a:
Molecular formula: C2H6OS
Method: DFT, ωB97M-V with the def2-TZVPD basis set

Properties
* HOMO energy: -8.972 eV
* HOMO-LUMO gap: 9.83 eV
* LUMO level: 0.86 eV
* multiplicity: 1
* SMILES string: OCCS

```
10
Properties=species:S:1:pos:R:3:lowdin_charge:R:1
C 0.979 -0.071 -0.266 -0.278
C -0.494 -0.525 0.564 -0.508
O 1.544 1.086 0.351 -0.117
S -1.938 0.378 -0.098 0.626
H 0.806 0.149 -1.415 0.126
H 1.556 -1.068 -0.164 0.112
H -0.524 0.115 1.462 0.025
H -0.543 -1.575 0.845 0.053
H 1.054 1.830 -0.079 0.099
H -2.440 -0.318 -1.201 -0.137
```

Model b:
Molecular formula: C2H6OS
Method: DFT, ωB97M-V with the def2-TZVPD basis set

Properties
* HOMO energy: -9.183 eV
* HOMO-LUMO gap: 9.33 eV
* LUMO level: 0.15 eV
* multiplicity: 1

```
10
Properties=species:S:1:pos:R:3:lowdin_charge:R:1
C 1.008 -0.373 0.498 -0.354
C 0.071 0.642 0.040 -0.535
H 2.280 -0.791 -1.231 0.265
H 1.162 -0.101 1.624 0.144
H 0.846 -1.427 0.311 0.082
H 0.267 1.046 -1.079 0.115
H 0.067 1.557 0.624 0.062
H -1.269 -1.320 -0.619 -0.101
O 2.287 0.063 -0.246 -0.238
S -1.757 -0.068 -0.056 0.562
```

model a takes first place; second place is 0.0560 hartree up.

Model a:
Molecular formula: C7H7BrOS
Method: DFT, ωB97M-V with the def2-TZVPD basis set

Properties
* HOMO energy (alpha / beta): -8.908 / -8.935 eV
* HOMO-LUMO gap (alpha / beta): 7.09 / 8.18 eV
* LUMO level (alpha / beta): -1.82 / -0.76 eV
* multiplicity: 1

```
17
Properties=species:S:1:pos:R:3:lowdin_charge:R:1
C -0.883 -1.230 -0.679 -0.091
C 0.077 -0.370 -0.720 -0.102
C -2.014 -1.341 0.287 -0.211
C 0.354 0.851 -0.013 -0.351
C -0.607 1.767 0.081 -0.239
C -2.823 -0.479 0.765 0.173
C 1.730 1.062 0.524 -0.037
O -1.818 2.873 2.023 -0.529
S -0.954 3.177 0.899 0.543
Br -2.357 4.298 -0.614 0.222
H -0.898 -2.211 -1.066 0.091
H 1.013 -0.706 -1.285 0.147
H -2.274 -2.391 0.215 0.087
H -2.781 0.588 0.972 0.025
H 2.417 1.040 -0.314 0.089
H 2.048 0.257 1.186 0.095
H 1.787 1.980 1.130 0.088
```

Model b:
Molecular formula: C7H7BrOS
Method: DFT, ωB97M-V with the def2-TZVPD basis set

Properties
* HOMO energy: -8.257 eV
* HOMO-LUMO gap: 7.70 eV
* LUMO level: -0.56 eV
* multiplicity: 1
* SMILES string: CO[C@@]12C=CC=C[C@]1(Br)S2

```
17
Properties=species:S:1:pos:R:3:lowdin_charge:R:1
C 1.203 1.530 -0.228 -0.092
C 0.074 2.371 -0.051 -0.055
C 1.088 0.209 -0.248 -0.046
C -1.248 1.871 0.106 -0.109
C -0.198 -0.415 -0.006 -0.497
C -1.372 0.451 0.330 -1.155
C 0.534 -2.638 -0.185 -0.067
O -0.473 -1.685 -0.308 -0.147
S -0.912 0.002 1.995 0.742
Br -3.093 -0.279 -0.157 0.738
H 2.123 2.078 -0.432 0.119
H 0.155 3.380 -0.269 0.078
H 1.945 -0.519 -0.498 0.138
H -2.023 2.505 0.103 0.064
H 0.150 -3.674 -0.512 0.134
H 0.602 -2.952 0.873 0.102
H 1.448 -2.236 -0.514 0.052
```

model b takes first place; second place is 0.1655 hartree up.

Model a:
Molecular formula: C3H4Br2
Method: DFT, ωB97M-V with the def2-TZVPD basis set

Properties
* HOMO energy: -9.731 eV
* HOMO-LUMO gap: 10.35 eV
* LUMO level: 0.62 eV
* multiplicity: 1
* SMILES string: C=C(Br)CBr

```
9
Properties=species:S:1:pos:R:3:lowdin_charge:R:1
C 0.816 0.744 -0.902 -0.014
C 0.434 -0.270 -0.113 -0.824
C -0.923 -0.201 0.563 -0.602
Br 1.356 -1.946 -0.043 0.679
Br -0.813 -0.840 2.441 0.581
H 1.666 0.756 -1.488 0.039
H 0.165 1.556 -0.946 0.047
H -1.121 0.874 0.531 0.065
H -1.580 -0.673 -0.043 0.029
```

Model b:
Molecular formula: C3H4Br2
Method: DFT, ωB97M-V with the def2-TZVPD basis set

Properties
* HOMO energy: -9.567 eV
* HOMO-LUMO gap: 10.27 eV
* LUMO level: 0.71 eV
* multiplicity: 1

```
9
Properties=species:S:1:pos:R:3:lowdin_charge:R:1
C -0.388 -1.457 -0.338 -0.108
C -0.617 -0.164 -0.226 -0.734
C 0.754 1.181 0.393 -0.645
Br -2.310 0.626 -0.071 0.672
Br 2.403 0.585 -0.159 0.687
H -1.152 -2.216 -0.585 0.074
H 0.538 -1.874 -0.354 0.001
H 0.313 2.183 -0.034 0.071
H 0.459 1.136 1.374 -0.019
```

model a takes first place; second place is 0.0661 hartree up.

Model a:
Molecular formula: C14H19NO3
Method: DFT, ωB97M-V with the def2-TZVPD basis set

Properties
* HOMO energy: -9.255 eV
* HOMO-LUMO gap: 9.80 eV
* LUMO level: 0.55 eV
* multiplicity: 1
* SMILES string: CCc1ccc(C(=O)N[C@@H](C(=O)O)C(C)C)cc1

```
37
Properties=species:S:1:pos:R:3:lowdin_charge:R:1
C -0.881 1.595 -5.118 -0.094
H -1.334 0.606 -5.124 0.075
H -1.419 2.213 -4.402 0.074
H -0.991 2.034 -6.107 0.069
C 0.598 1.502 -4.736 -0.214
C 0.747 0.893 -3.371 -0.245
C 0.853 -0.484 -3.216 -0.025
C 0.952 -1.046 -1.959 -0.006
C 0.926 -0.243 -0.823 -0.136
C 0.831 1.137 -0.972 -0.023
C 0.744 1.693 -2.235 -0.031
H 0.680 2.767 -2.342 0.115
H 0.862 1.787 -0.108 0.111
C 1.048 -0.901 0.508 -0.437
O 1.690 -1.918 0.685 0.075
N 0.353 -0.296 1.505 0.112
H -0.139 0.563 1.324 0.130
C 0.431 -0.748 2.867 -0.205
C 0.970 0.326 3.794 -0.486
O 1.112 0.197 4.979 0.122
O 1.267 1.466 3.153 0.114
H 1.634 2.112 3.778 0.137
H 1.155 -1.576 2.868 0.166
C -0.916 -1.280 3.411 -0.362
C -1.343 -2.517 2.629 -0.060
H -1.496 -2.270 1.581 0.080
H -0.583 -3.292 2.689 0.084
H -2.274 -2.912 3.030 0.079
C -1.996 -0.202 3.357 -0.056
H -2.908 -0.570 3.821 0.082
H -2.227 0.065 2.328 0.079
H -1.681 0.691 3.892 0.080
H -0.741 -1.552 4.456 0.141
H 1.050 -2.114 -1.834 0.119
H 0.868 -1.118 -4.091 0.116
H 1.121 0.890 -5.473 0.110
H 1.036 2.501 -4.747 0.109
```

Model b:
Molecular formula: C14H19NO3
Method: DFT, ωB97M-V with the def2-TZVPD basis set

Properties
* HOMO energy: -7.907 eV
* HOMO-LUMO gap: 8.73 eV
* LUMO level: 0.82 eV
* multiplicity: 1
* SMILES string: COCCNCC#CCOc1ccc(OC)cc1

```
37
Properties=species:S:1:pos:R:3:lowdin_charge:R:1
C -4.560 -1.123 1.868 -0.115
O -5.458 -1.493 0.846 -0.188
C -5.568 -0.557 -0.194 -0.229
C -4.349 -0.499 -1.123 -0.218
N -3.266 0.273 -0.547 -0.088
H -3.584 1.214 -0.330 0.121
C -2.097 0.341 -1.411 -0.241
C -1.087 1.209 -0.840 0.005
C -0.304 1.989 -0.374 0.005
C 0.718 2.837 0.221 -0.202
O 1.587 2.147 1.098 -0.043
C 2.455 1.227 0.580 -0.272
C 2.537 0.863 -0.760 -0.015
C 3.470 -0.071 -1.165 0.001
C 4.338 -0.664 -0.253 -0.284
C 4.253 -0.303 1.087 -0.021
C 3.320 0.632 1.493 -0.001
H 3.249 0.917 2.530 0.119
H 4.904 -0.741 1.827 0.103
O 5.220 -1.574 -0.768 -0.092
C 6.114 -2.207 0.112 -0.098
H 6.777 -1.486 0.601 0.094
H 6.708 -2.880 -0.505 0.091
H 5.586 -2.789 0.874 0.094
H 3.539 -0.359 -2.202 0.119
H 1.871 1.287 -1.495 0.103
H 1.288 3.343 -0.574 0.134
H 0.238 3.596 0.849 0.133
H -1.686 -0.672 -1.504 0.128
H -2.342 0.703 -2.430 0.125
H -3.987 -1.520 -1.283 0.127
H -4.674 -0.096 -2.101 0.117
H -6.438 -0.880 -0.772 0.122
H -5.767 0.448 0.214 0.121
H -3.546 -0.987 1.483 0.073
H -4.578 -1.933 2.595 0.086
H -4.882 -0.192 2.351 0.088
```

model a takes first place; second place is 0.1892 hartree up.

Model a:
Molecular formula: C2H2ClI
Method: DFT, ωB97M-V with the def2-TZVPD basis set

Properties
* HOMO energy: -9.845 eV
* HOMO-LUMO gap: 10.04 eV
* LUMO level: 0.20 eV
* multiplicity: 1
* SMILES string: C#CCl.I

```
6
Properties=species:S:1:pos:R:3:lowdin_charge:R:1
C 0.905 -0.162 0.726 -0.060
C 0.837 -1.339 0.466 -0.671
Cl 1.832 -2.523 -0.179 0.597
I 4.280 0.223 -0.084 0.562
H 4.157 -1.075 0.583 -0.473
H 0.598 0.803 1.122 0.045
```

Model b:
Molecular formula: C2H2ClI
Method: DFT, ωB97M-V with the def2-TZVPD basis set

Properties
* HOMO energy: -8.503 eV
* HOMO-LUMO gap: 8.15 eV
* LUMO level: -0.35 eV
* multiplicity: 1
* SMILES string: Cl/C=C/I

```
6
Properties=species:S:1:pos:R:3:lowdin_charge:R:1
C 0.068 0.456 0.502 -0.660
C 0.158 -0.617 -0.700 -0.727
Cl 0.061 2.141 0.303 0.592
I -0.104 -2.532 -0.168 0.818
H 0.383 0.236 1.538 0.029
H -0.284 -0.246 -1.533 -0.054
```

model b takes first place; second place is 0.0217 hartree up.

Model a:
Molecular formula: C28H28N4PPtS3Te
Method: DFT, ωB97M-V with the def2-TZVPD basis set

Properties
* HOMO energy: -9.551 eV
* HOMO-LUMO gap: 5.50 eV
* LUMO level: -4.05 eV
* multiplicity: 1
* net charge: +1

```
66
Properties=species:S:1:pos:R:3:lowdin_charge:R:1
Pt -0.110 0.837 -1.267 0.571
C 0.198 5.133 -1.149 0.012
C 0.379 3.650 -1.160 -0.243
N -0.558 2.791 -1.330 -0.137
N -1.860 3.140 -1.568 0.034
C -2.726 2.152 -1.939 -0.765
N -3.965 2.547 -2.227 0.130
S -2.311 0.514 -1.964 0.621
C 1.716 3.030 -0.974 -0.208
C 2.870 3.776 -0.902 0.014
C 4.090 3.125 -0.755 -0.016
C 4.103 1.751 -0.662 -0.009
C 2.905 1.055 -0.743 -0.104
N 1.740 1.677 -0.914 -0.075
H -0.805 5.430 -0.849 0.082
H 0.407 5.557 -2.133 0.113
H 0.878 5.590 -0.434 0.093
H -2.125 4.112 -1.549 0.150
H -4.222 3.513 -2.334 0.124
H -4.624 1.851 -2.538 0.119
H 2.823 4.853 -0.969 0.119
H 5.010 3.691 -0.710 0.125
H 5.027 1.205 -0.529 0.124
H 2.858 -0.024 -0.674 0.060
C -1.026 2.649 2.029 -0.453
Te -1.457 0.582 1.605 1.242
C -0.641 0.249 3.559 -0.418
C -0.681 1.581 4.266 -0.291
C -0.530 1.662 5.648 -0.036
C -0.555 2.889 6.290 -0.076
C -0.729 4.053 5.552 -0.081
C -0.880 3.979 4.177 -0.049
C -0.861 2.748 3.527 -0.295
H -1.847 3.275 1.678 0.047
H -0.109 2.948 1.513 0.036
H 0.375 -0.131 3.460 0.059
H -1.243 -0.503 4.065 0.058
H -0.399 0.754 6.225 0.118
H -0.450 2.938 7.366 0.106
H -0.756 5.014 6.049 0.105
H -1.027 4.887 3.602 0.110
S -2.240 -2.334 -0.253 0.164
P -0.564 -2.823 -1.121 0.130
S 0.798 -1.282 -1.511 0.236
C -0.800 -3.662 -2.709 -0.394
C -0.723 -2.974 -3.916 -0.110
C -0.940 -3.645 -5.112 -0.076
C -1.224 -5.002 -5.106 -0.076
C -1.308 -5.691 -3.903 -0.069
C -1.098 -5.025 -2.707 -0.080
C 0.433 -3.988 -0.154 -0.411
C -0.003 -4.421 1.090 -0.100
C 0.775 -5.307 1.826 -0.073
C 1.984 -5.757 1.320 -0.076
C 2.421 -5.329 0.071 -0.073
C 1.648 -4.449 -0.666 -0.104
H -0.487 -1.917 -3.919 0.070
H -0.877 -3.108 -6.050 0.105
H -1.378 -5.526 -6.041 0.107
H -1.534 -6.750 -3.898 0.108
H -1.172 -5.561 -1.768 0.114
H -0.951 -4.064 1.472 0.069
H 0.429 -5.651 2.792 0.107
H 2.589 -6.446 1.895 0.106
H 3.360 -5.689 -0.329 0.107
H 1.983 -4.126 -1.645 0.105
```

Model b:
Molecular formula: C28H28N4PPtS3Te
Method: DFT, ωB97M-V with the def2-TZVPD basis set

Properties
* HOMO energy: -9.596 eV
* HOMO-LUMO gap: 5.25 eV
* LUMO level: -4.34 eV
* multiplicity: 1
* net charge: +1

```
66
Properties=species:S:1:pos:R:3:lowdin_charge:R:1
Pt 0.329 -0.958 0.773 0.596
C 1.827 2.929 -0.264 0.010
C 1.611 1.476 -0.008 -0.218
N 0.515 1.019 0.482 -0.119
N -0.575 1.788 0.754 0.040
C -1.711 1.153 1.195 -0.752
N -2.822 1.871 1.283 0.131
S -1.744 -0.477 1.565 0.628
C 2.603 0.419 -0.321 -0.188
C 3.821 0.686 -0.917 0.021
C 4.678 -0.362 -1.221 -0.011
C 4.293 -1.654 -0.923 0.000
C 3.057 -1.861 -0.331 -0.079
N 2.233 -0.858 -0.035 -0.068
H 1.501 3.517 0.596 0.100
H 1.267 3.256 -1.144 0.113
H 2.874 3.159 -0.432 0.080
H -0.595 2.740 0.420 0.156
H -2.884 2.827 0.976 0.130
H -3.685 1.365 1.439 0.056
H 4.104 1.700 -1.156 0.117
H 5.632 -0.163 -1.689 0.126
H 4.925 -2.502 -1.143 0.127
H 2.716 -2.856 -0.083 0.090
C 0.569 -4.268 -0.893 -0.411
Te -0.285 -3.451 0.881 1.330
C 1.434 -4.299 1.862 -0.395
C 2.054 -5.256 0.873 -0.304
C 3.040 -6.158 1.270 -0.035
C 3.606 -7.028 0.355 -0.069
C 3.187 -7.009 -0.972 -0.069
C 2.206 -6.120 -1.372 -0.033
C 1.635 -5.237 -0.456 -0.298
H 0.946 -3.447 -1.504 0.049
H -0.247 -4.727 -1.447 0.058
H 1.109 -4.804 2.771 0.062
H 2.118 -3.501 2.155 0.053
H 3.356 -6.180 2.306 0.119
H 4.365 -7.730 0.675 0.109
H 3.619 -7.695 -1.687 0.109
H 1.868 -6.111 -2.402 0.121
S -4.649 -0.312 -0.438 0.189
P -3.798 -2.020 -1.002 0.066
S -1.820 -1.995 -1.495 0.136
C -4.729 -2.752 -2.376 -0.406
C -4.107 -3.262 -3.509 -0.115
C -4.871 -3.845 -4.513 -0.081
C -6.249 -3.923 -4.384 -0.081
C -6.871 -3.412 -3.252 -0.074
C -6.115 -2.824 -2.252 -0.101
C -3.945 -3.287 0.306 -0.422
C -4.100 -2.913 1.635 -0.157
C -4.047 -3.870 2.645 -0.084
C -3.853 -5.205 2.325 -0.090
C -3.727 -5.587 0.993 -0.087
C -3.773 -4.632 -0.011 -0.112
H -3.032 -3.195 -3.603 0.056
H -4.386 -4.235 -5.399 0.103
H -6.841 -4.378 -5.167 0.104
H -7.947 -3.466 -3.151 0.106
H -6.601 -2.406 -1.378 0.094
H -4.285 -1.873 1.869 0.048
H -4.178 -3.571 3.677 0.106
H -3.824 -5.953 3.107 0.105
H -3.604 -6.632 0.740 0.106
H -3.682 -4.932 -1.048 0.110
```

model a takes first place; second place is 0.0035 hartree up.

Model a:
Molecular formula: C4H9N2
Method: DFT, ωB97M-V with the def2-TZVPD basis set

Properties
* HOMO energy (alpha / beta): -12.791 / -15.654 eV
* HOMO-LUMO gap (alpha / beta): 9.67 / 9.28 eV
* LUMO level (alpha / beta): -3.12 / -6.38 eV
* multiplicity: 3
* expectation value of S²: 2.0084
* net charge: +1

```
15
Properties=species:S:1:pos:R:3:lowdin_charge:R:1
C 2.719 -0.118 -0.133 -0.115
C 1.398 -0.565 0.052 -0.297
C 0.400 0.155 -0.736 -0.002
C -1.895 -0.066 0.492 0.021
N 1.820 0.676 0.592 0.123
N -0.776 0.796 -0.037 0.014
H 3.616 -0.499 0.367 0.149
H 2.974 0.452 -1.089 0.165
H 1.166 -1.385 0.660 0.145
H 0.748 1.038 -1.346 0.153
H -1.514 -0.849 1.150 0.103
H -2.581 0.669 0.959 0.111
H -2.508 -0.496 -0.346 0.122
H -0.070 1.125 0.694 0.171
H -1.109 1.509 -0.599 0.136
```

Model b:
Molecular formula: C4H9N2
Method: DFT, ωB97M-V with the def2-TZVPD basis set

Properties
* HOMO energy (alpha / beta): -8.978 / -15.095 eV
* HOMO-LUMO gap (alpha / beta): 5.29 / 8.83 eV
* LUMO level (alpha / beta): -3.68 / -6.26 eV
* multiplicity: 3
* expectation value of S²: 2.0071
* net charge: +1

```
15
Properties=species:S:1:pos:R:3:lowdin_charge:R:1
C 1.451 -0.072 -0.041 -0.424
C 0.427 1.006 0.263 -0.107
C 0.456 -1.136 0.242 -0.055
C -0.720 -0.005 0.491 -0.205
N 2.572 0.184 -0.439 0.275
N -1.827 0.137 -0.530 0.195
H 0.665 1.453 1.227 0.120
H 0.184 1.827 -0.482 0.133
H 0.378 -2.001 -0.548 0.144
H 0.609 -1.599 1.153 0.075
H -1.295 -0.065 1.496 0.179
H 3.311 -0.503 -0.605 0.134
H -1.772 -0.438 -1.424 0.208
H -1.657 1.105 -0.742 0.128
H -2.783 0.106 -0.060 0.201
```

model b takes first place; second place is 0.0037 hartree up.